No. 1
Entry from OMol25: one molecule with the formula C4H5N (ωB97M-V/def2-TZVPD).

Structure (XYZ):
```
10
Properties=species:S:1:pos:R:3:forces:R:3:mulliken_charge:R:1
N 2.947 -0.162 -0.247 -1.20 0.30 0.39 -0.3755
C 1.877 0.106 0.145 1.31 -0.24 -0.43 0.4505
C 0.679 0.469 0.783 0.48 0.03 0.52 -0.4741
C -0.873 -0.640 0.000 0.15 -3.70 0.74 -0.9772
C -0.441 0.763 -0.081 0.21 2.14 -0.18 -0.0700
H -0.052 -1.366 0.240 0.00 0.44 -0.46 0.2536
H -1.513 -0.946 0.806 -0.69 0.74 0.45 0.3458
H -1.288 -1.035 -0.902 -0.15 0.02 -0.85 0.3418
H -1.195 1.404 0.364 0.05 0.20 -0.01 0.1967
H -0.196 1.058 -1.098 -0.16 0.06 -0.16 0.3083
```
Forces are in eV/Å.

Computed properties:
E_tot: -5714.832 eV
relative energy (zero: lowest compared OMol25 entry of this formula, charge and spin): 387.4 kJ/mol
frontier orbital gap: 8.15 eV


No. 2
Entry from OMol25: a 2-piece molecular cluster, C4H5N overall (ωB97M-V/def2-TZVPD).

Structure (XYZ):
```
10
Properties=species:S:1:pos:R:3:forces:R:3:mulliken_charge:R:1
C -0.240 1.190 0.789 0.42 1.87 -0.60 -0.1956
C -0.850 0.218 0.444 -0.80 -1.48 1.52 -0.1201
C -1.366 -1.180 0.426 1.22 -0.71 0.09 -0.8754
H 0.266 2.159 0.838 -0.49 -1.04 0.18 0.3840
H -2.378 -1.419 0.787 0.06 0.96 -0.46 0.3466
H -0.746 -1.806 1.197 -0.57 1.02 -1.93 0.2253
H -1.260 -1.478 -0.656 -0.06 -0.51 1.34 0.2346
C 2.318 0.748 -1.356 -1.27 -1.13 1.66 0.0738
N 2.064 -0.116 -0.623 1.03 0.87 -1.33 -0.3450
H 2.193 1.682 -1.845 0.47 0.15 -0.47 0.2716
```
Forces are in eV/Å.

Computed properties:
E_tot: -5715.624 eV
relative energy (zero: lowest compared OMol25 entry of this formula, charge and spin): 310.9 kJ/mol
frontier orbital gap: 10.79 eV
SMILES string: C#CC.C#N


No. 3
Entry from OMol25: a 2-piece molecular cluster, C4H5N overall (ωB97M-V/def2-TZVPD).

Structure (XYZ):
```
10
Properties=species:S:1:pos:R:3:forces:R:3:mulliken_charge:R:1
C -0.891 -0.167 1.074 1.33 1.55 -1.05 -0.0268
C 1.693 0.213 -0.572 2.44 1.13 2.25 -0.5300
C 1.303 0.331 0.683 -4.40 -1.67 -3.21 -0.1643
C -2.338 -0.337 0.628 1.70 -1.04 0.60 -0.2756
N -1.627 -0.383 2.043 0.27 -0.64 -0.44 -0.3869
H 2.785 0.467 -0.825 -1.68 -0.43 0.39 0.2190
H 1.066 -0.069 -1.353 -1.02 -0.45 -1.12 0.3209
H 1.573 0.562 1.630 1.19 0.71 2.46 0.3968
H -3.190 0.310 0.614 0.30 1.03 -0.25 0.2676
H -2.527 -1.280 0.126 -0.14 -0.18 0.36 0.1793
```
Forces are in eV/Å.

Computed properties:
E_tot: -5712.718 eV
relative energy (zero: lowest compared OMol25 entry of this formula, charge and spin): 591.3 kJ/mol
frontier orbital gap (alpha / beta): 8.72 / 8.72 eV


No. 4
Entry from OMol25: a 2-piece molecular cluster, C4H5N overall (ωB97M-V/def2-TZVPD).

Structure (XYZ):
```
10
Properties=species:S:1:pos:R:3:forces:R:3:mulliken_charge:R:1
C 2.793 -0.088 0.007 2.71 -1.67 -0.82 -0.2106
C 1.783 0.513 0.117 -5.86 1.52 0.29 -0.6169
C -0.653 0.611 -0.053 0.30 3.16 1.95 0.4754
C -1.070 -0.801 0.025 -0.87 -0.35 4.00 -0.8176
N -1.081 1.756 0.043 2.59 -3.23 -0.80 -0.3648
H 3.644 -0.610 -0.334 0.52 -0.11 0.24 0.3445
H -0.569 -1.398 0.854 0.33 1.21 -1.15 0.2934
H -0.789 -1.231 -0.869 -0.03 -1.37 -1.96 0.3053
H -2.137 -0.940 0.469 1.29 0.71 -1.78 0.3075
H -1.919 2.189 -0.260 -0.99 0.14 0.02 0.2837
```
Forces are in eV/Å.

Computed properties:
E_tot: -5712.424 eV
relative energy (zero: lowest compared OMol25 entry of this formula, charge and spin): 619.7 kJ/mol
frontier orbital gap: 8.71 eV


No. 5
Entry from OMol25: an isolated ion of composition C4H5N2 and charge +1 (ωB97M-V/def2-TZVPD).

Structure (XYZ):
```
11
Properties=species:S:1:pos:R:3:forces:R:3:mulliken_charge:R:1
C 1.359 1.909 -0.122 -2.16 3.08 -1.22 -0.1513
N 0.948 0.846 0.365 2.83 -0.03 1.61 -0.0893
C 0.259 -0.110 0.123 -2.01 -1.87 -1.07 0.5287
C -0.417 -0.098 -1.234 -0.60 0.12 -2.23 -0.4742
N -1.388 -0.833 -0.746 4.25 0.15 2.43 0.1334
C -0.725 -1.128 0.576 -1.24 0.13 2.70 -0.2569
H 2.332 2.381 -0.326 -0.19 -0.98 0.42 0.3200
H 0.393 2.437 -0.403 1.64 0.69 0.29 0.2760
H -2.246 -1.082 -1.092 -2.55 -0.75 -1.14 0.1727
H -0.170 -2.079 0.689 -0.90 0.05 -0.32 0.2422
H -1.339 -0.872 1.520 0.93 -0.58 -1.48 0.2988
```
Forces are in eV/Å.

Computed properties:
E_tot: -7196.220 eV
relative energy (zero: lowest compared OMol25 entry of this formula, charge and spin): 418.0 kJ/mol
frontier orbital gap (alpha / beta): 8.00 / 8.00 eV
SMILES string: C=NC1=C=[NH+]C1
charge: +1


No. 6
Entry from OMol25: an isolated ion of composition C4H5N2 and charge +1 (ωB97M-V/def2-TZVPD).

Structure (XYZ):
```
11
Properties=species:S:1:pos:R:3:forces:R:3:mulliken_charge:R:1
C 0.475 -0.940 0.040 -1.31 -0.68 4.31 -1.2835
C -0.815 -0.281 -0.121 1.74 1.17 1.40 0.5158
N -1.879 -0.963 -0.021 2.10 -3.39 -0.24 0.0451
N -3.165 -0.472 0.066 -3.08 3.39 -0.05 -0.3842
C -2.663 0.653 0.009 0.38 -0.65 -0.09 0.2908
C -1.157 1.160 -0.038 -0.88 0.97 0.75 0.0246
H 0.380 -1.973 0.049 -0.87 -2.26 -0.90 0.4161
H 0.931 -0.974 1.097 -0.72 1.40 -1.23 0.3197
H 1.144 -0.694 -0.641 3.29 1.44 -3.02 0.4042
H -0.900 1.836 -0.911 -0.54 -0.67 1.21 0.3408
H -0.973 1.613 1.031 -0.12 -0.71 -2.13 0.3107
```
Forces are in eV/Å.

Computed properties:
E_tot: -7195.367 eV
relative energy (zero: lowest compared OMol25 entry of this formula, charge and spin): 500.2 kJ/mol
frontier orbital gap: 9.24 eV
SMILES string: CC1=[N+]2N=C2C1
charge: +1


No. 7
Entry from OMol25: an isolated ion of composition C4H5N2O2 and charge -1 (ωB97M-V/def2-TZVPD).

Structure (XYZ):
```
13
Properties=species:S:1:pos:R:3:forces:R:3:mulliken_charge:R:1
C -1.442 0.041 0.051 0.08 0.36 -0.15 -0.8525
N -0.622 1.088 -0.486 0.34 1.19 -0.77 -0.3323
N 0.700 1.252 -0.028 1.25 0.26 0.09 -0.1759
C 1.723 0.249 0.060 -1.50 -1.16 -1.65 -0.2886
O 2.908 0.502 -0.211 -0.99 0.42 0.99 -0.7003
C 1.110 -1.013 0.275 1.83 1.00 0.19 -0.3247
C 0.433 -2.007 0.536 2.57 1.87 -0.74 0.9996
O -0.120 -3.028 0.644 -2.44 -3.28 0.82 -0.6645
H -1.370 0.200 1.103 -0.11 -0.77 1.04 0.3107
H -2.424 0.377 -0.242 -0.81 -0.40 -0.20 0.3565
H -1.168 -0.973 -0.292 -0.76 0.68 0.37 0.2444
H -0.828 1.127 -1.498 1.44 0.00 0.47 0.1896
H 1.099 2.185 0.087 -0.91 -0.17 -0.46 0.2380
```
Forces are in eV/Å.

Computed properties:
E_tot: -11302.438 eV
relative energy (zero: lowest compared OMol25 entry of this formula, charge and spin): 352.2 kJ/mol
frontier orbital gap: 7.27 eV
SMILES string: CNNC([O-])=C=C=O
charge: -1


No. 8
Entry from OMol25: an isolated ion of composition C4H5N2O2 and charge +1 (ωB97M-V/def2-TZVPD).

Structure (XYZ):
```
13
Properties=species:S:1:pos:R:3:forces:R:3:mulliken_charge:R:1
N -2.256 -1.138 0.298 0.87 0.54 -0.86 -0.3391
C -1.415 -0.836 -0.717 -2.47 -1.52 -2.19 0.5364
O -1.466 -1.171 -1.887 0.36 0.80 2.13 -0.5068
N -0.284 0.047 -0.367 1.63 -0.57 -0.87 0.3628
C 0.811 0.012 -1.141 0.85 2.13 0.95 -0.0459
C 1.914 0.490 -0.385 -4.50 -0.54 2.29 -0.8036
C 1.353 0.712 0.900 1.11 -0.73 -1.19 0.0783
O 0.089 0.421 0.881 -2.49 -0.69 0.32 -0.2679
H -1.868 -0.693 1.128 -1.60 -0.72 0.60 0.2573
H -3.182 -1.645 0.119 2.12 1.17 0.67 0.3081
H 0.688 -0.094 -2.204 0.14 -0.71 -0.11 0.4783
H 2.878 0.595 -0.647 3.02 0.41 -1.01 0.4933
H 1.579 0.916 1.951 0.95 0.43 -0.73 0.4487
```
Forces are in eV/Å.

Computed properties:
E_tot: -11295.005 eV
relative energy (zero: lowest compared OMol25 entry of this formula, charge and spin): 43.8 kJ/mol
frontier orbital gap: 9.93 eV
SMILES string: NC(=O)[n+]1ccco1
charge: +1


No. 9
Entry from OMol25: an isolated ion of composition C4H5N2O2 and charge +1 (ωB97M-V/def2-TZVPD).

Structure (XYZ):
```
13
Properties=species:S:1:pos:R:3:forces:R:3:mulliken_charge:R:1
C 0.719 0.786 0.123 3.03 -1.84 2.22 -1.2598
C -0.043 -0.454 0.175 3.04 -4.94 2.23 0.7651
O -1.327 -0.651 0.067 0.87 2.81 -2.10 -0.3672
C 0.897 -1.747 0.644 -6.20 3.44 -2.41 0.2927
C 0.209 -3.041 0.884 -0.12 -0.99 1.64 -0.1117
O 0.618 -3.859 1.697 -0.89 1.38 -2.10 -0.4178
N 2.109 -1.405 0.891 0.70 -0.43 0.50 0.5466
N 3.157 -1.151 1.109 1.41 0.32 0.28 -0.3767
H 0.247 1.520 -0.371 -1.60 2.85 -1.84 0.5188
H 1.789 0.593 -0.315 -2.14 0.57 0.81 0.3078
H 0.829 1.108 1.243 -0.06 -0.46 -1.82 0.3698
H -1.715 0.166 -0.481 0.56 -2.21 1.76 0.4487
H -0.804 -3.050 0.322 1.40 -0.50 0.83 0.2835
```
Forces are in eV/Å.

Computed properties:
E_tot: -11292.988 eV
relative energy (zero: lowest compared OMol25 entry of this formula, charge and spin): 238.4 kJ/mol
frontier orbital gap (alpha / beta): 8.57 / 8.57 eV
SMILES string: C/C(O)=C(/C=O)[N+]#N
charge: +1


No. 10
Entry from OMol25: an isolated ion of composition C4H5N2O3 and charge -1 (ωB97M-V/def2-TZVPD).

Structure (XYZ):
```
14
Properties=species:S:1:pos:R:3:forces:R:3:mulliken_charge:R:1
N -2.569 -0.574 0.338 -1.74 0.69 -4.46 -0.5934
N -1.822 0.296 -0.540 0.29 1.07 -0.05 -0.3720
C -0.405 0.239 -0.379 1.12 -4.44 0.84 0.1896
C 0.604 1.166 -0.365 1.53 0.52 1.24 0.1348
O 0.721 2.398 -0.221 -0.18 -0.13 -0.57 -0.7961
C 1.757 0.053 -0.325 -2.65 0.60 -1.36 0.2870
O 2.771 0.203 0.594 1.82 -0.11 -1.26 -0.5863
C 0.612 -0.949 -0.095 -2.08 4.91 -1.50 -0.0897
O 0.608 -2.105 0.185 -0.22 -2.31 0.75 -0.6779
H -2.123 -0.536 1.166 1.89 -1.05 3.52 0.2949
H -2.572 -1.436 -0.202 0.17 -0.19 1.20 0.2936
H -2.006 1.239 -0.220 -0.63 0.28 -0.32 0.3109
H 1.983 -0.121 -1.407 1.42 0.23 1.00 0.2641
H 2.440 0.124 1.470 -0.74 -0.08 0.96 0.3406
```
Forces are in eV/Å.

Computed properties:
E_tot: -13350.170 eV
relative energy (zero: lowest compared OMol25 entry of this formula, charge and spin): 224.1 kJ/mol
frontier orbital gap: 6.93 eV
SMILES string: NNC1=C([O-])[C@@H](O)C1=O
charge: -1